One molecule with the formula C22H24ClN3O2, computed with ωB97M-V/def2-TZVPD.

Each line ends with the Löwdin charge.
Positions of all 52 atoms, in Å:
C -1.41 -3.25 -0.15  -0.030
C 5.23 0.97 0.15  -0.109
C 4.18 -0.49 -1.67  -0.191
N 2.90 -1.29 0.28  0.080
H 3.00 -0.38 0.72  0.091
C 0.97 1.08 0.95  -0.444
C -0.32 -2.23 1.93  -0.072
H 0.08 -3.22 2.14  0.126
C -0.70 2.16 -0.67  -0.572
C -4.53 0.03 -0.50  -0.100
O 2.11 1.25 1.36  0.044
H 4.38 -0.88 -2.67  0.106
H -2.11 3.19 -1.90  0.104
H -2.68 -3.50 -1.82  0.158
H 6.28 -0.27 -1.25  0.104
O 1.57 -3.10 0.02  0.062
C -1.34 -2.32 0.84  -0.184
H -5.35 0.60 -0.90  0.098
H -4.25 1.38 1.14  0.100
C -2.85 -0.22 1.23  -0.049
H -0.51 5.42 1.38  0.105
H -0.77 -4.10 -0.31  0.124
C 3.87 -1.66 -0.73  -0.170
H -2.38 0.13 2.13  0.115
H -0.58 -0.17 0.56  0.058
H 6.05 1.66 0.35  0.071
C -4.12 -1.12 -1.14  -0.027
H 5.52 1.15 -1.97  0.102
C 0.13 2.22 0.45  -0.141
N -2.44 -2.96 -1.00  0.095
C -1.42 4.42 -0.29  -0.075
C -2.40 -1.38 0.59  -0.171
H -0.78 -1.83 2.84  0.122
H 3.30 0.15 -1.74  0.113
H 1.46 -1.07 2.41  0.160
H -2.03 5.26 -0.57  0.106
C 0.20 3.41 1.16  -0.013
N 0.34 -0.09 0.97  0.114
C -0.57 4.50 0.81  -0.071
H 5.24 0.21 0.93  0.071
H 4.30 1.53 0.23  0.058
C -3.90 0.47 0.67  -0.100
H -4.61 -1.47 -2.04  0.108
C 1.80 -2.01 0.52  -0.431
C 0.86 -1.32 1.53  -0.183
C -3.06 -1.82 -0.59  -0.228
Cl -0.77 0.76 -1.68  0.773
H 0.87 3.46 2.01  0.121
C 5.38 0.35 -1.23  -0.265
H 4.79 -2.00 -0.25  0.124
H 3.44 -2.50 -1.28  0.116
C -1.47 3.26 -1.03  -0.104

Frontier orbital gap: 0.3172 hartree
Charge: 0
SMILES: CCCCNC(=O)[C@H](Cc1c[nH]c2ccccc12)NC(=O)c1ccccc1Cl
LUMO: 0.743 eV
Energy relative to the best compared isomer or geometry (same formula, charge and spin): 0.001 eV

---

One molecule with the formula C22H24ClN5O2S at a distorted geometry, computed with ωB97M-V/def2-TZVPD.

Each line ends with the Löwdin charge.
Positions of all 55 atoms, in Å:
H 0.42 4.51 -2.94  0.102
C 1.12 -2.42 -1.84  -0.025
H -0.94 -1.03 4.01  0.099
S -0.43 3.17 0.88  1.008
H 0.56 -0.68 -3.63  0.153
H -2.34 -2.62 -1.08  0.080
C 0.66 3.99 -2.01  -0.013
H -1.04 1.26 -4.67  0.118
C -1.80 2.47 1.86  -0.346
C -1.16 -3.10 3.51  -0.101
O -1.24 1.07 3.70  0.060
O 2.45 1.53 -2.44  0.066
C 1.66 0.97 -3.16  -0.491
C 1.87 -3.51 1.71  -0.065
C -1.17 -1.75 3.23  -0.023
H 1.77 0.60 -0.45  0.101
H -1.45 -5.07 2.72  0.100
H 1.70 2.52 -4.60  0.118
H 1.15 -4.27 -0.79  0.116
N -0.23 2.89 -1.83  -0.040
C 1.10 1.63 -4.42  -0.079
H 2.92 -3.44 2.01  0.084
H -2.66 2.39 1.19  0.084
H -1.37 -1.17 -0.90  0.044
H 0.56 4.67 -1.16  0.074
H 1.21 0.96 -5.28  0.117
H -1.72 0.32 0.67  0.075
H -0.92 -3.44 4.50  0.105
C -0.73 2.01 -2.76  -0.340
C -0.76 2.44 -0.65  -0.619
H -0.59 2.97 -4.65  0.116
C -1.49 -1.29 1.96  -0.182
C 1.63 -0.47 -0.54  -0.037
H 0.84 -2.87 -2.78  0.112
N -1.56 0.08 1.66  0.147
C 1.63 -2.66 0.51  -0.298
H -1.98 3.19 2.65  0.083
C 1.31 -1.04 -1.76  -0.230
C -1.45 -4.01 2.51  -0.105
C -1.76 -3.56 1.24  -0.060
H -1.99 -4.27 0.46  0.108
C 1.28 -3.20 -0.72  -0.039
N -1.50 1.13 -2.18  0.088
H 1.63 -4.55 1.50  0.081
C -0.38 2.00 -4.20  -0.094
Cl 2.13 -0.52 2.09  0.749
H 1.69 3.63 -2.05  0.090
C -2.16 -1.76 -0.44  -0.041
C -1.48 1.12 2.52  -0.531
C -1.79 -2.21 0.94  -0.211
H 1.26 -3.17 2.55  0.050
N -1.52 1.40 -0.86  0.005
H -3.06 -1.15 -0.43  0.090
C 1.77 -1.27 0.58  -0.594
N 1.15 -0.27 -2.92  0.143

Frontier orbital gap: 0.3082 hartree
Charge: 0
SMILES: Cc1ccc(NC(=O)CCc2nnc(SCC(=O)Nc3ccccc3C)n2C)cc1Cl
LUMO: 0.418 eV

---

C22H24F3MoNO3P2 as an isolated structure at a distorted geometry, computed with ωB97M-V/def2-TZVPD.

Each line ends with the Mulliken spin population.
Positions of all 56 atoms, in Å:
H -0.26 0.90 2.08  -0.038
C 0.25 3.55 -2.45  0.000
C 0.34 -2.83 -1.01  0.005
H -3.89 1.24 -1.69  0.003
C -2.89 0.80 -1.49  0.038
C 1.42 -1.90 -1.56  -0.029
H -3.07 3.16 -3.02  0.000
H 1.04 4.31 -2.36  0.000
P -2.54 0.63 0.37  -0.132
H 1.91 -2.41 1.75  0.002
C 3.27 0.55 2.01  -0.010
C -1.71 -3.29 0.95  0.024
H -0.55 -2.81 -1.67  -0.002
H 2.95 -3.38 -1.89  0.000
C -1.05 3.86 -2.83  -0.001
C 3.55 -0.05 -1.70  -0.005
H 4.33 0.69 -1.50  0.000
F 4.29 0.87 4.25  0.000
Mo -0.37 0.06 0.70  2.135
H 0.72 -3.87 -1.00  -0.002
H -2.69 2.34 2.03  -0.001
C 1.91 1.80 -1.81  -0.044
H -2.23 -2.93 1.83  0.000
H -2.29 3.04 0.47  -0.004
H 4.83 -1.74 -1.95  0.000
H -2.89 -0.22 -1.91  -0.002
H -1.27 4.86 -3.22  0.000
H 0.62 -2.77 2.86  -0.001
C 2.74 -2.32 -1.79  -0.010
C 0.61 2.21 -2.14  -0.001
H 1.18 -4.03 1.76  -0.001
C 0.97 -2.96 1.85  0.002
F 2.25 1.61 3.93  0.001
O -0.70 0.19 3.91  0.069
H -2.41 -3.21 0.12  0.003
O 3.97 1.48 1.59  0.020
H -3.82 -0.54 2.01  -0.001
C -0.63 0.06 2.73  -0.131
C 3.79 -1.40 -1.83  0.028
H 2.59 2.50 -1.36  -0.001
H -1.54 -4.36 1.11  -0.001
C -0.45 1.23 -2.05  0.051
H -3.97 2.63 0.84  0.001
H -3.96 -1.35 0.45  -0.002
C -3.95 -0.37 0.94  0.037
O 2.67 -0.40 1.45  0.055
C -2.06 2.90 -2.70  0.008
C 3.13 0.60 3.60  0.002
H -4.93 0.09 0.79  0.001
C -1.81 1.64 -2.14  -0.061
C 1.13 -0.51 -1.75  0.032
F 2.63 -0.55 4.13  0.000
C -2.93 2.31 0.96  0.024
P -0.26 -2.25 0.72  -0.129
N -0.18 -0.06 -1.58  0.050
C 2.22 0.44 -1.78  0.018

Frontier orbital gap (spin up / spin down): 0.2017 / 0.1550 hartree
Charge: +2
LUMO (spin up / spin down): -8.898 / -10.145 eV
Spin multiplicity: 3

---

A 2-piece molecular cluster, C22H24F6IN3O12P2 overall at a distorted geometry, computed with ωB97M-V/def2-TZVPD.

Each line ends with the Löwdin charge.
Positions of all 70 atoms, in Å:
C 1.42 1.88 0.95  -0.351
C -2.52 3.25 1.40  -0.008
C 3.66 0.58 1.23  -0.349
H 2.21 -2.17 -3.07  0.141
C -2.75 1.83 1.82  -0.390
H -4.72 1.86 2.61  0.086
H 0.50 -1.76 -2.79  0.087
H -5.16 1.60 -1.55  -0.054
H 5.34 -2.18 3.90  0.074
N -2.19 0.79 1.31  0.162
C -2.43 0.81 -2.35  -0.153
O 1.91 1.26 -2.78  0.219
O 3.28 -1.22 2.94  0.124
C 6.20 -0.54 4.96  -0.110
F 3.30 2.77 1.97  0.166
O -3.99 -1.91 0.37  -0.168
H -3.17 -2.02 -0.14  -0.057
H -5.09 3.34 -3.08  0.114
H 1.57 -5.21 -1.45  0.081
C 0.55 0.63 0.71  -0.205
H -3.44 2.16 3.84  0.097
F 3.69 0.67 -0.10  0.171
H 0.51 -4.52 -2.64  0.055
O 0.68 -0.35 1.39  0.154
N -2.78 0.83 -1.00  -0.143
C -3.72 1.62 2.94  -0.027
H -1.69 3.66 1.97  0.095
O -2.86 2.92 -4.44  0.176
C 2.66 1.60 1.84  -0.349
O -0.77 -1.39 -5.17  0.238
O -6.44 -1.33 -0.04  -0.268
H -3.39 3.83 1.69  0.090
I -0.63 -3.02 -0.42  0.993
P -5.09 -1.20 -0.56  0.255
C -0.67 -0.38 -4.64  -0.291
C 3.45 -0.91 1.64  -0.401
F 1.75 2.52 -0.17  0.174
H 7.17 -0.13 5.26  0.059
H 2.37 -1.00 3.17  0.124
F 4.89 0.92 1.68  0.153
N -0.70 0.70 -4.08  0.218
H -2.40 3.39 0.32  0.086
F 0.63 2.75 1.65  0.132
C -3.47 0.86 -3.44  -0.057
H 2.05 -2.95 -0.52  0.064
P -4.49 0.90 -0.53  1.015
C 1.48 -1.86 -2.32  -0.227
O 3.49 -1.74 0.79  0.180
H 5.57 -0.62 5.85  0.059
H -4.40 0.36 -3.18  0.085
H -3.99 -1.98 -2.28  0.071
C -1.83 0.79 -0.02  -0.286
H -3.07 0.32 -4.29  0.125
H 6.91 -1.71 3.31  0.085
C -1.10 0.71 -2.71  -0.126
C 1.32 0.47 -2.14  -0.442
H -3.70 0.56 3.19  0.090
O -4.91 -1.85 -2.02  -0.144
C -0.50 0.69 -0.38  -0.033
C -3.73 2.28 -3.94  -0.480
C 1.45 -4.36 -2.11  -0.159
C -0.11 0.63 -1.72  -0.001
C 6.36 -1.92 4.26  -0.533
H 5.73 0.18 4.28  0.039
O -5.01 2.76 -3.84  0.077
H 2.27 -4.28 -2.83  0.084
O 6.93 -2.78 5.11  -0.210
C 1.36 -3.04 -1.35  -0.629
O 1.90 -0.68 -1.66  -0.010
F 2.22 1.25 3.06  0.163

Frontier orbital gap: 0.0505 hartree
Charge: 0
LUMO: -3.513 eV

---

> Look up the charge of the third one.

+2

---

> What is the charge in the second record?

0